Record 1
Entry from the Open Molecules 2025 dataset: C26H66CsF6O13 as an isolated structure in a non-equilibrium geometry (ωB97M-V/def2-TZVPD).

Calculated values
* HOMO-LUMO gap: 7.21 eV
* HOMO level: -5.55 eV
* total charge: -1
* LUMO: 1.666 eV

Last column: Löwdin charge in e.
Cartesian coordinates (Å):
Cs (-19.33752, -3.87721, 0.20698)  0.981
C (-21.13278, -0.60480, 4.95832)  -0.337
O (-22.50736, -0.56583, 4.44611)  -0.109
O (-20.63162, -1.87635, 4.57880)  -0.226
C (-20.35430, 0.77684, 4.68299)  -0.569
F (-20.53138, 1.19384, 3.42735)  0.127
F (-20.80784, 1.76474, 5.45863)  0.127
F (-19.03804, 0.70300, 4.84306)  0.151
C (-23.26240, 0.53720, 4.87131)  -0.328
C (-24.69035, 0.14677, 4.71160)  -0.087
H (-24.88704, -0.23031, 3.70799)  0.074
H (-24.85776, -0.64327, 5.44365)  0.078
H (-25.30276, 1.02692, 4.90756)  0.076
H (-23.06828, 1.41540, 4.25553)  0.112
H (-23.11611, 0.91757, 5.88226)  0.119
H (-21.25361, -0.63065, 6.04130)  0.135
C (-15.46173, -4.70206, -0.05516)  -0.389
O (-16.55382, -5.62283, 0.03993)  -0.187
O (-16.14368, -3.46981, -0.14085)  -0.302
C (-14.34716, -4.94397, 1.05710)  -0.484
F (-14.96863, -5.44589, 2.16088)  0.117
F (-13.36919, -5.79861, 0.65720)  0.110
F (-13.72709, -3.78447, 1.41914)  0.122
C (-16.35285, -6.95338, -0.34230)  -0.283
C (-17.69837, -7.68288, -0.28085)  -0.053
H (-18.20252, -7.46195, 0.65997)  0.054
H (-18.37342, -7.38133, -1.08178)  0.046
H (-17.50994, -8.75626, -0.30211)  0.080
H (-15.70594, -7.52924, 0.31950)  0.110
H (-15.82617, -7.06376, -1.29021)  0.117
H (-15.06808, -4.90013, -1.05211)  0.136
C (-22.13352, -0.42967, -0.67585)  -0.068
C (-21.96639, -0.46823, 0.86417)  -0.308
O (-21.18201, -1.57988, 1.23444)  -0.171
H (-22.51031, -1.39682, -1.00862)  0.064
H (-21.17165, -0.17817, -1.12267)  0.070
H (-22.85061, 0.35710, -0.91011)  0.070
H (-22.95985, -0.53810, 1.30717)  0.108
H (-21.52874, 0.50034, 1.10589)  0.105
H (-21.00943, -1.54139, 2.17802)  0.042
C (-22.20797, -8.70835, -1.85486)  -0.062
C (-20.86980, -8.16375, -2.24411)  -0.333
O (-20.85804, -7.84943, -3.61645)  -0.078
H (-22.97952, -7.96028, -2.03708)  0.074
H (-22.13147, -8.90924, -0.78626)  0.063
H (-22.48382, -9.63909, -2.35057)  0.080
H (-20.06902, -8.89095, -2.10982)  0.119
H (-20.60882, -7.29515, -1.63953)  0.090
H (-20.90274, -8.68038, -4.09511)  0.099
C (-21.08559, -7.52901, 1.45928)  -0.058
C (-22.22613, -6.55190, 1.81818)  -0.348
O (-21.84687, -5.30283, 1.43657)  -0.159
H (-20.18162, -7.32758, 2.03406)  0.062
H (-20.84812, -7.48325, 0.39644)  0.039
H (-21.42679, -8.55599, 1.58958)  0.076
H (-22.33154, -6.62750, 2.90043)  0.113
H (-23.11983, -6.82954, 1.25933)  0.099
H (-22.31857, -4.68480, 1.99972)  0.040
C (-18.19743, -1.44730, -3.72589)  -0.090
C (-16.84587, -1.20182, -3.08973)  -0.313
O (-16.08821, -2.39544, -3.00447)  -0.081
H (-18.83609, -2.13083, -3.16644)  0.062
H (-18.05991, -1.89329, -4.71093)  0.062
H (-18.76942, -0.53105, -3.87219)  0.070
H (-16.97345, -0.77080, -2.09674)  0.108
H (-16.33551, -0.47121, -3.71730)  0.105
H (-16.24242, -2.75760, -2.12888)  0.027
C (-23.46435, -4.79111, -2.07825)  -0.059
C (-24.61444, -5.19904, -1.15868)  -0.342
O (-25.75342, -5.50011, -1.92830)  -0.060
H (-22.55767, -4.41689, -1.60287)  0.067
H (-23.91601, -3.92835, -2.56788)  0.078
H (-23.17788, -5.63714, -2.70296)  0.068
H (-24.76042, -4.44790, -0.38241)  0.105
H (-24.25045, -6.05579, -0.59159)  0.084
H (-26.48469, -5.67384, -1.33109)  0.082
C (-18.47844, -4.93584, -5.00431)  -0.068
C (-18.49278, -5.25124, -3.50640)  -0.306
O (-19.82993, -5.22758, -3.04441)  -0.130
H (-18.92079, -3.95285, -5.16605)  0.060
H (-19.10247, -5.60341, -5.59848)  0.067
H (-17.47718, -5.08280, -5.40925)  0.077
H (-17.86527, -4.56871, -2.93326)  0.095
H (-18.07548, -6.23723, -3.30196)  0.106
H (-20.20603, -6.07943, -3.27786)  0.024
C (-17.98312, -5.84799, 3.47439)  -0.079
C (-19.17719, -5.04192, 3.89903)  -0.352
O (-19.09531, -3.81733, 3.27528)  -0.161
H (-17.85249, -5.94870, 2.39695)  0.046
H (-18.00066, -6.79387, 4.01579)  0.077
H (-17.07188, -5.39178, 3.86118)  0.080
H (-19.09938, -4.93577, 4.98106)  0.120
H (-20.12666, -5.52801, 3.67471)  0.094
H (-19.68497, -3.18503, 3.69252)  0.024
C (-24.87287, -4.60239, 3.33387)  -0.057
C (-23.96015, -3.53157, 3.97891)  -0.303
O (-22.77113, -3.40209, 3.27543)  -0.086
H (-25.81580, -4.76093, 3.85718)  0.071
H (-24.38516, -5.56748, 3.47114)  0.053
H (-24.92772, -4.40574, 2.26316)  0.067
H (-23.65602, -3.76675, 4.99886)  0.121
H (-24.51321, -2.59447, 4.04257)  0.085
H (-22.14107, -2.81050, 3.69332)  0.039
C (-17.17753, 0.61836, 2.47994)  -0.084
C (-17.45278, -0.74932, 1.83584)  -0.298
O (-16.48631, -1.71518, 2.30690)  -0.079
H (-16.95583, 0.46597, 3.53622)  0.068
H (-18.10351, 1.19326, 2.46748)  0.050
H (-16.38238, 1.18395, 1.99420)  0.067
H (-17.41351, -0.68345, 0.74854)  0.099
H (-18.49564, -0.95886, 2.07382)  0.082
H (-16.45206, -2.37882, 1.61407)  0.015

=====

Record 2
Entry from the Open Molecules 2025 dataset: a 8-piece molecular cluster, C26H66N2O8 overall in a non-equilibrium geometry (ωB97M-V/def2-TZVPD).

Calculated values
* 2S+1: 2
* HOMO-LUMO gap (alpha / beta): 7.77 / 3.36 eV
* HOMO level (alpha / beta): -10.20 / -10.20 eV
* total charge: +1
* LUMO (alpha / beta): -2.431 / -6.847 eV

Last column: Löwdin charge in e.
Cartesian coordinates (Å):
C (17.11577, 12.52267, -11.67613)  -0.082
C (16.94216, 12.72800, -13.21033)  -0.251
O (16.63280, 11.43762, -13.88909)  -0.107
H (17.25352, 13.49974, -11.21302)  0.064
H (17.87204, 11.77819, -11.42731)  0.063
H (16.11902, 12.17817, -11.40062)  0.059
H (17.75818, 13.15165, -13.79575)  0.105
H (16.03333, 13.30839, -13.36931)  0.104
H (15.90883, 11.08536, -13.36623)  0.060
C (14.50984, 10.39820, -5.93903)  -0.066
C (13.93543, 11.02788, -4.67613)  -0.291
O (14.13260, 12.40605, -4.78616)  -0.106
H (14.14677, 10.93540, -6.81521)  0.067
H (14.07055, 9.40361, -6.01587)  0.076
H (15.58721, 10.24753, -6.00735)  0.068
H (14.49868, 10.67150, -3.81367)  0.114
H (12.86994, 10.90870, -4.47956)  0.120
H (13.66617, 12.70094, -4.00062)  0.101
C (18.14185, 14.15235, -4.08126)  -0.088
C (16.98268, 13.40168, -4.63958)  -0.384
O (16.09234, 14.32181, -5.10586)  -0.073
H (18.88621, 13.40365, -3.81018)  0.074
H (17.83249, 14.77921, -3.24494)  0.081
H (18.60908, 14.89119, -4.73234)  0.069
H (16.57741, 12.69899, -3.91152)  0.118
H (17.30742, 12.82618, -5.50644)  0.097
H (15.26055, 13.84389, -5.14203)  0.029
C (17.05208, 9.36447, -8.95520)  -0.066
C (16.62507, 8.13419, -8.12174)  -0.264
O (15.40509, 7.66658, -8.76609)  -0.100
H (16.35320, 10.19353, -9.06626)  0.055
H (17.38254, 9.07690, -9.95330)  0.077
H (17.92029, 9.91423, -8.59176)  0.038
H (16.30583, 8.33135, -7.09835)  0.082
H (17.33430, 7.31415, -8.00935)  0.107
H (15.12868, 6.89864, -8.26065)  0.075
O (16.16304, 12.57611, -7.91405)  -0.063
H (15.47560, 12.58978, -8.57999)  -0.023
H (16.05270, 13.39936, -7.43831)  0.017
O (13.91479, 12.40727, -9.53586)  -0.040
H (13.02282, 12.73513, -9.42131)  0.041
H (13.82486, 11.45454, -9.51465)  0.052
C (19.85032, 11.73823, -8.86551)  0.025
C (20.77805, 13.00113, -9.20086)  -0.420
C (20.70709, 14.03135, -8.12494)  -0.136
C (21.36429, 13.60982, -6.81499)  -0.169
C (22.71642, 12.95067, -6.96814)  -0.155
C (22.88659, 11.91881, -8.04895)  -0.387
N (22.19044, 12.48338, -9.32042)  0.118
O (22.34941, 11.69096, -10.47559)  0.088
C (24.43925, 11.89637, -8.41344)  0.003
C (22.48783, 10.46106, -7.61586)  0.014
C (20.30149, 13.69537, -10.51604)  -0.005
H (20.09986, 11.11367, -8.00775)  0.069
H (20.01488, 11.08147, -9.71973)  0.094
H (18.86107, 12.08724, -8.56940)  0.094
H (21.26479, 14.86744, -8.54686)  0.131
H (19.72140, 14.35894, -7.79447)  0.142
H (20.76451, 12.87593, -6.27670)  0.111
H (21.40152, 14.42971, -6.09771)  0.129
H (22.83427, 12.43431, -6.01546)  0.133
H (23.44830, 13.75839, -6.97419)  0.126
H (24.81267, 12.92038, -8.40575)  0.084
H (24.98013, 11.28052, -7.69492)  0.097
H (24.57122, 11.53060, -9.43172)  0.080
H (21.91681, 9.94696, -8.38900)  0.088
H (23.34220, 9.83635, -7.35531)  0.093
H (21.99170, 10.61051, -6.65689)  0.090
H (20.37306, 12.96405, -11.32112)  0.082
H (20.98367, 14.48241, -10.83744)  0.093
H (19.30851, 14.14109, -10.45760)  0.092
H (22.83726, 12.33850, -10.98968)  0.144
C (13.25184, 16.19133, -7.75682)  -0.050
C (12.07379, 16.01023, -6.79211)  -0.445
C (11.23898, 17.30466, -6.90216)  -0.151
C (9.82006, 17.08941, -6.37828)  -0.152
C (9.10183, 15.89789, -7.15752)  -0.106
C (9.90094, 14.56917, -7.05898)  -0.526
N (11.33157, 14.85089, -7.42025)  -0.092
O (12.15544, 13.71193, -7.42267)  -0.025
C (9.63784, 13.89865, -5.74995)  -0.041
C (9.25234, 13.74519, -8.15668)  -0.048
C (12.65192, 15.62094, -5.37259)  -0.004
H (14.11167, 15.53674, -7.61430)  0.067
H (13.75220, 17.14508, -7.58919)  0.085
H (12.89313, 16.13858, -8.78475)  0.093
H (11.85988, 18.04553, -6.39848)  0.119
H (11.21399, 17.74159, -7.90044)  0.117
H (9.25864, 18.02371, -6.37581)  0.108
H (10.03902, 16.82318, -5.34422)  0.096
H (9.10993, 16.37263, -8.13867)  0.111
H (8.04021, 15.74204, -6.96577)  0.120
H (10.05960, 14.50113, -4.94545)  0.068
H (8.60283, 13.78383, -5.42796)  0.100
H (10.15681, 12.94078, -5.71455)  0.085
H (8.29213, 13.37081, -7.80180)  0.087
H (9.16205, 14.21968, -9.13383)  0.093
H (9.76274, 12.78230, -8.17709)  0.077
H (13.67191, 15.23735, -5.39687)  0.051
H (12.07351, 14.86141, -4.84661)  0.056
H (12.76697, 16.41967, -4.63986)  0.088
H (12.08633, 13.45284, -6.50088)  0.062